The following is a DFT calculation (wB97M-V/def2-TZVPD) of a molecular structure, C16H35IrNOP2Si at a distorted geometry.

Calculated values
HOMO (alpha / beta) in eV: -4.74 / -8.51
E_tot in Ha: -1836.9731
Gap between HOMO and LUMO (alpha / beta) in hartree: 0.197 / 0.267
LUMO level (alpha / beta) in eV: 0.626 / -1.253

Structure (ORCA input):
```
! wB97M-V def2-TZVPD RIJCOSX def2/J DEFGRID3
* xyz 0 6
P 0.727 0.979 -1.714
H 0.575 1.487 3.967
H -0.493 0.406 -3.690
H -6.094 1.102 -0.951
C 1.839 -3.928 -0.797
H 3.994 -0.103 -0.344
H -1.012 1.797 3.159
H 0.179 -2.617 -0.550
H 2.669 2.006 2.249
H 4.743 0.687 1.047
C 3.818 0.203 0.697
H -6.537 3.399 -0.268
C 0.488 -3.473 -1.222
H 2.204 -0.605 3.317
H 0.843 -1.689 3.704
H 1.689 3.152 -2.267
H -1.599 0.542 -2.298
N -1.645 1.663 0.106
O 2.723 -3.005 -0.421
H 1.462 -5.987 -0.391
H 2.080 0.395 -3.587
H 3.131 0.684 -2.176
C -5.522 3.003 -0.149
H -2.174 -0.624 1.562
H 2.754 -5.682 -1.472
C 2.189 0.222 -2.503
H -0.574 -0.914 -2.505
H 3.043 -5.281 0.271
Ir 0.164 1.469 0.398
H -1.082 -2.043 1.381
H 3.051 2.608 -0.084
C -4.524 3.805 0.428
H -1.566 -1.486 2.989
Si 2.475 1.552 0.831
C 1.358 -1.160 2.882
H -4.730 4.821 0.765
C -0.317 1.025 3.518
H 2.529 -2.175 -0.906
H 1.704 -1.928 2.175
H -2.416 3.825 1.054
H 0.512 -3.035 -2.246
H 3.621 -0.645 1.368
H 0.615 2.515 -3.559
C -2.932 1.990 0.084
H 2.213 -0.871 -2.351
C 2.298 -5.294 -0.547
C -3.984 1.149 -0.399
C -0.621 0.174 -2.626
P 0.142 -0.038 2.088
H -0.805 0.401 4.279
H -0.292 -4.276 -1.151
H -3.730 0.120 -0.651
C -3.253 3.286 0.587
C -5.257 1.678 -0.545
C -1.306 -1.149 1.977
H -0.103 3.214 -2.043
C 0.735 2.647 -2.473
*
```



The following is a DFT calculation (wB97M-V/def2-TZVPD) of a gas-phase ion, C16H35N3O6PS (charge +1) at a distorted geometry.

Calculated values
HOMO in eV: -11.99
E_tot in Ha: -1985.3273
Gap between HOMO and LUMO in hartree: 0.273
LUMO level in eV: -4.568

Structure (ORCA input):
```
! wB97M-V def2-TZVPD RIJCOSX def2/J DEFGRID3
* xyz 1 1
C 2.208 -0.175 -1.200
H 1.574 -1.961 1.190
H -3.022 3.527 -3.633
H 4.451 1.387 -0.092
H -2.706 3.855 1.358
S -1.151 -2.846 -1.007
H -1.379 0.163 3.985
C -0.273 -1.917 3.598
H -0.325 0.097 2.356
H 1.202 1.729 -0.236
O 3.228 -3.510 -1.941
C -2.349 2.735 -3.056
H -0.522 -1.664 5.622
H -2.440 -0.983 -3.281
H 3.654 2.025 -1.700
C -2.498 3.056 -1.456
C 3.543 1.994 -0.513
N 1.128 -1.236 -0.922
O 2.989 -4.952 0.576
C -3.543 1.859 0.402
O -0.879 -2.277 4.904
H 2.161 1.270 1.845
H -1.525 2.672 -0.931
C 2.184 1.094 -0.187
C -0.668 0.054 -2.309
H -2.519 1.084 -4.638
C -2.855 1.247 -3.521
H -4.627 1.617 0.840
H 0.476 -4.404 -0.076
H 2.667 3.938 -0.241
C -2.741 2.683 1.579
O 2.328 0.546 1.171
H 2.144 0.188 -2.350
O -0.384 -3.684 1.659
H -1.602 2.334 1.503
H 0.522 0.221 4.049
H -1.357 -1.672 1.602
H 2.293 -3.296 -2.286
H 3.909 -5.336 0.357
H -4.045 1.249 -3.535
C -2.280 0.001 -2.625
H -0.343 0.982 -1.636
H -0.016 0.082 -3.263
C -0.402 -0.267 3.482
H -2.984 -0.114 -1.697
H -3.078 2.429 2.672
C 0.082 -3.346 0.305
P 3.023 -3.372 -0.189
H -2.478 4.245 -1.349
N 3.497 3.389 0.088
C -1.092 -2.568 2.305
H 0.851 -2.256 3.551
H 3.838 -1.688 0.960
H 3.312 -0.656 -1.123
C -0.181 -1.275 -1.416
H -2.103 -3.004 2.761
O -3.759 2.614 -0.842
H -1.258 2.888 -3.453
H -3.010 0.825 0.271
C 1.391 -2.387 0.078
H 3.480 3.293 1.137
N 4.261 -2.525 0.501
*
```



The following is a DFT calculation (wB97M-V/def2-TZVPD) of a molecular structure, C16H36As2CsF12P at a distorted geometry.

Calculated values
HOMO in eV: -11.40
E_tot in Ha: -6662.9213
Gap between HOMO and LUMO in hartree: 0.398
LUMO level in eV: -0.573

Structure (ORCA input):
```
! wB97M-V def2-TZVPD RIJCOSX def2/J DEFGRID3
* xyz 0 1
H 1.903 -4.870 0.250
H -1.987 -2.346 -2.073
H -1.113 4.414 2.469
C 0.574 -0.793 -0.517
C -1.494 -1.762 -2.849
H -2.098 -4.272 -4.064
F 0.234 -0.109 2.554
C -0.628 1.997 -0.691
H -6.090 0.902 -1.001
H 1.189 -0.754 -1.416
H -0.541 5.974 1.714
C 2.000 -4.064 0.977
H -2.550 0.098 -2.628
H 1.166 -0.320 0.266
H -4.809 -1.440 0.256
C -6.100 -0.068 -0.503
H 1.338 -4.130 1.840
F 9.203 2.804 0.523
H -6.588 0.032 0.466
H 0.076 -2.268 0.888
F 1.276 2.057 3.429
H -2.955 -1.383 -4.374
H -2.508 -1.321 0.412
C -2.373 -0.239 0.427
H -1.406 -1.939 -4.988
C 1.980 -2.762 0.175
H 0.269 2.015 -1.309
H -1.184 2.454 1.409
H 2.993 -4.167 1.416
H -0.432 -2.000 -2.793
H -1.422 2.555 -1.188
As 1.685 0.320 3.492
H -6.747 -0.767 -1.033
C -2.145 -2.091 -4.201
C -0.270 4.200 0.513
C -0.344 4.914 1.880
C -4.700 -0.570 -0.391
C 0.536 -2.233 -0.100
F 3.169 0.715 4.386
H 0.680 4.342 -0.001
F 2.138 -1.464 3.532
C -2.838 -3.490 -4.230
F 9.126 1.063 2.305
P -0.985 0.207 -0.755
H 2.455 -2.861 -0.801
H -1.086 4.490 -0.150
F 6.468 1.224 2.268
H -2.121 -0.042 1.469
F 7.887 3.356 2.636
C -3.741 0.414 0.199
C -0.383 2.713 0.717
Cs 4.955 -1.015 1.573
H -4.278 -1.000 -1.300
F 7.810 0.665 0.264
F 6.637 3.000 0.394
H -3.745 1.275 -0.469
As 7.852 2.012 1.422
H -3.568 -3.584 -3.426
H 2.589 -2.022 0.694
C -1.527 -0.257 -2.508
H 0.033 -2.962 -0.736
H 0.525 2.290 1.146
H -4.050 0.765 1.183
F 2.602 0.508 1.930
H -0.877 0.301 -3.183
H 0.645 4.903 2.338
H -3.208 -3.716 -5.231
F 0.900 0.103 5.098
*
```



The following is a DFT calculation (wB97M-V/def2-TZVPD) of a molecular structure, C16H36As3F18PRb at a distorted geometry.

Calculated values
HOMO in eV: -8.96
E_tot in Ha: -9501.9863
Gap between HOMO and LUMO in hartree: 0.325
LUMO level in eV: -0.108

Structure (ORCA input):
```
! wB97M-V def2-TZVPD RIJCOSX def2/J DEFGRID3
* xyz -1 1
C 5.222 -0.870 2.067
H 5.393 -1.463 2.965
F 0.634 3.451 -6.555
F -8.569 4.490 -6.969
H 3.078 -4.172 -0.476
C 1.791 -4.247 5.700
H 2.827 -2.405 -1.868
F -8.306 2.792 -5.108
Rb -4.755 3.105 -3.077
C 2.730 -3.098 5.490
C 2.425 -2.411 4.174
C 0.099 -1.679 1.430
C 1.876 -2.755 -1.465
H -0.951 -0.375 2.874
F -10.456 3.081 -8.015
F -5.453 4.818 1.337
C 1.032 -3.645 -2.392
H 1.512 -4.221 0.301
H -2.027 -1.153 1.757
C -1.123 0.507 0.910
H 1.184 -1.941 -1.246
C -1.047 -0.681 1.832
H 1.533 -4.612 -2.427
F -6.862 5.346 -0.555
H 5.040 2.422 3.511
H 2.012 -4.087 2.786
H -0.265 -2.012 0.458
H 1.722 -0.489 0.508
H 2.740 -2.282 6.212
H 0.024 -3.719 -1.985
C 1.577 -1.157 1.357
As -6.070 6.332 0.640
P 2.773 -2.500 1.240
F -8.228 1.978 -7.486
H -1.730 1.287 1.369
H 6.228 -0.747 1.666
H 3.729 0.346 3.067
F 0.908 5.495 -5.105
H 4.245 1.040 1.597
F -10.199 1.415 -6.148
H 0.249 -2.287 -3.881
H 4.515 -1.195 -0.013
H 5.075 -2.599 0.729
C 0.765 -3.247 -3.839
H 6.351 1.793 2.483
As -9.413 2.950 -6.534
H 1.450 -1.923 4.149
F 0.666 3.232 -4.025
H -0.173 1.033 0.812
F -1.555 2.966 -5.264
H 1.706 -3.293 -4.387
C 4.630 0.537 2.484
F -4.572 6.472 -0.466
F -7.550 6.294 1.667
C 2.235 -3.554 -0.168
C 2.716 -3.263 2.907
H 0.767 -3.874 5.679
H 3.746 -3.481 5.396
F -1.136 4.886 -3.843
As -0.315 4.175 -5.210
H -1.607 0.225 -0.025
F -10.547 3.929 -5.555
H 3.187 -1.632 4.173
H 0.095 -2.584 2.037
H 0.050 -3.947 -4.271
C 4.459 -1.724 0.938
H 1.938 -4.632 6.709
F -5.226 7.322 1.970
H 1.918 -0.504 2.160
F -1.163 5.167 -6.383
C 5.577 1.526 3.203
H 1.873 -5.116 5.047
H 3.685 -3.733 3.075
F -6.726 7.800 -0.215
H 6.036 1.096 4.093
*
```



The following is a DFT calculation (wB97M-V/def2-TZVPD) of 2 unconnected molecules or ions with the total composition C16H36BNO3 at a distorted geometry.

Calculated values
HOMO in eV: -9.24
E_tot in Ha: -936.4966
Gap between HOMO and LUMO in hartree: 0.360
LUMO level in eV: 0.559

Structure (ORCA input):
```
! wB97M-V def2-TZVPD RIJCOSX def2/J DEFGRID3
* xyz 0 1
H -0.045 -0.679 2.679
C -1.158 -2.319 1.756
H -0.543 0.263 -8.237
H -1.722 -3.011 2.384
H -0.464 -1.167 -0.592
O 2.327 -1.652 -2.152
H -1.358 -1.430 4.564
H -2.269 -0.156 -6.959
H -2.852 -1.420 3.591
H 0.355 -0.993 -5.326
H -0.112 0.522 4.870
O -1.260 0.292 -5.193
H 0.584 0.516 -4.445
H -3.085 0.548 4.861
C -1.004 1.122 5.039
H 0.468 -1.190 -2.735
C 0.661 2.852 4.129
H 1.377 1.680 6.704
H 0.701 2.672 -5.855
H 1.571 3.411 6.345
C -2.187 0.526 4.246
H -0.624 2.229 -6.651
H -0.881 3.218 5.630
H 0.899 3.922 4.139
C 0.466 0.054 -7.884
H 0.820 -0.014 -0.309
H -1.657 -1.562 -6.048
C 0.217 -2.925 1.460
H 0.630 2.547 3.082
H -1.243 1.031 6.099
H 0.087 -3.855 0.892
C 1.910 2.407 6.089
C -2.088 -0.560 -5.960
C -1.904 -0.915 3.774
H 2.944 -3.152 1.217
N 0.390 2.170 -6.681
H 2.983 -1.501 1.802
H -1.501 -0.192 1.820
C 1.182 -1.326 -1.901
B 1.198 -2.019 0.614
H -3.046 -0.636 -5.446
H -2.380 1.127 3.357
C -0.718 2.608 4.742
C -1.081 -0.954 2.480
H 3.368 -1.856 0.097
H -1.448 2.955 4.009
H 1.845 0.717 -6.410
H -1.739 -2.202 0.842
C 0.621 -1.069 -0.519
H 0.714 -3.179 2.399
H 0.581 -1.028 -7.793
C 2.731 -2.116 0.936
H 2.976 2.333 6.288
H 1.153 0.403 -8.655
O 1.711 2.116 4.715
C 0.131 0.082 -5.340
C 0.763 0.757 -6.564
*
```



The following is a DFT calculation (wB97M-V/def2-TZVPD) of a molecular structure, C16H36BO2Y at a distorted geometry.

Calculated values
HOMO in eV: -12.89
E_tot in Ha: -843.9032
Gap between HOMO and LUMO in hartree: 0.085
LUMO level in eV: -10.592

Structure (ORCA input):
```
! wB97M-V def2-TZVPD RIJCOSX def2/J DEFGRID3
* xyz 2 1
H -5.004 1.176 2.024
H -1.776 -1.081 0.775
C -0.736 -1.004 0.400
O -1.825 -3.858 -0.624
H 1.062 2.066 0.091
H 2.031 -1.692 1.449
H 2.463 -1.770 3.208
H 1.101 -0.762 -2.598
H 3.345 3.293 -0.334
H -0.440 0.809 1.708
H 1.644 -0.456 -0.957
C -2.104 1.596 -0.575
H -0.294 -2.040 0.480
H -2.554 2.413 -1.190
B -0.639 -0.601 -1.191
H -4.789 -0.584 1.804
C 5.255 1.172 -0.022
C 0.291 -0.985 2.705
C 1.062 1.341 -2.054
C 0.074 -0.113 1.389
H 1.268 3.291 -1.168
H -1.179 2.017 -0.147
H -2.878 -0.143 -1.608
Y 1.566 -1.674 4.676
C -5.087 0.347 1.284
H -1.119 -1.816 -3.156
H 0.424 -0.304 3.642
H 3.320 0.223 0.109
C 1.552 2.255 -0.879
H 5.771 0.531 0.710
C 3.700 1.257 0.247
H 1.881 1.357 -2.806
H 3.531 1.540 1.306
H 0.212 1.846 -2.540
H -0.572 -1.675 2.786
C 1.598 -1.943 2.428
O -4.250 0.664 0.176
H 1.085 0.164 1.051
H -1.744 0.779 -2.581
H 5.665 2.195 -0.053
C -3.080 1.331 0.590
H -2.630 0.811 1.464
H -0.104 -2.663 -1.945
H -2.914 -2.165 -0.898
C -2.205 -2.800 -1.459
C -1.911 0.397 -1.547
H 3.612 2.273 -1.748
H -6.130 0.311 0.937
H -0.993 -4.243 -0.910
H 1.316 -3.053 2.456
C 0.847 -0.176 -1.683
C -1.009 -2.025 -2.080
H -3.395 2.335 0.971
C 3.121 2.291 -0.759
H -2.800 -3.213 -2.315
H 5.362 0.756 -1.040
*
```



The following is a DFT calculation (wB97M-V/def2-TZVPD) of 8 unconnected molecules or ions with the total composition C16H36Br14FNO2SSi at a distorted geometry.

Calculated values
HOMO in eV: -9.86
E_tot in Ha: -37660.2539
Gap between HOMO and LUMO in hartree: 0.368
LUMO level in eV: 0.152

Structure (ORCA input):
```
! wB97M-V def2-TZVPD RIJCOSX def2/J DEFGRID3
* xyz 0 1
H -6.857 -0.153 -6.304
N -4.190 -0.386 -3.162
H 5.641 -4.213 7.844
C 3.151 7.787 4.541
O -2.222 0.505 -0.380
H 3.143 1.053 1.921
H 4.189 8.079 4.657
Br -1.486 4.568 1.586
H 3.889 -1.435 1.907
C -4.900 -0.525 -1.877
C 0.432 2.464 1.918
C 3.782 -0.812 1.020
Br 4.190 1.729 -0.228
H 1.933 6.004 4.735
H -5.967 -0.543 -2.091
H -3.570 -1.811 -0.710
H 2.810 -3.132 4.798
C 1.559 -1.498 4.198
H 0.338 3.690 0.140
C 2.967 6.295 4.591
H -4.645 -2.652 -1.878
C -5.818 0.032 -6.551
H 3.348 5.840 3.680
H -1.957 0.285 -4.289
H 4.471 -1.151 0.255
C 2.337 -2.256 5.235
H 0.901 1.573 1.501
H -1.785 -1.937 -9.109
H 3.272 -4.266 7.390
C 5.302 -4.809 7.000
H -2.070 -1.981 -3.535
C 3.849 -5.161 7.164
C 3.978 0.638 1.366
Br 3.804 -1.197 5.958
Br -6.935 0.993 -9.012
Br -2.767 -3.163 -7.179
H -5.269 -1.991 -0.392
Br -1.433 0.253 -7.170
H 4.891 0.775 1.941
H -4.619 0.442 -8.301
H -5.185 -0.694 -6.044
Br 3.083 -5.884 5.526
S -1.393 -0.011 -1.410
H 1.725 -2.558 6.078
C -0.501 -1.431 -7.441
F -0.768 -1.357 -0.891
H 0.417 -1.180 -7.965
H -5.624 -1.015 -8.401
Si -2.501 -0.600 -3.259
Br 0.391 -0.159 4.985
Br 6.433 -6.390 6.978
H -4.743 0.333 -1.228
C -4.548 -1.820 -1.186
C -1.324 -2.402 -8.243
H 3.683 -5.905 7.936
H 2.202 -0.977 3.498
Br 3.987 5.485 6.035
H -0.975 2.507 0.311
H -0.192 2.184 2.759
C -0.323 3.194 0.843
H 0.901 -2.169 3.652
Br 1.986 -1.148 0.344
H -0.263 -1.817 -6.455
Br 1.886 3.545 2.644
C -5.573 0.006 -8.033
Br 2.157 8.692 5.947
H 2.760 8.182 3.607
Br -5.365 1.761 -5.769
H 5.494 -4.273 6.077
O -0.298 0.780 -1.837
H -4.499 0.434 -3.681
H -0.717 -3.246 -8.561
*
```



> What is the E_tot in the seventh record?

-37660.2539 Ha



> The lowest E_tot belongs to which entry?

C16H36Br14FNO2SSi